# 1
C22H31As3ClF9NO5Pd | wB97M-V/def2-TZVPD

HOMO energy (alpha / beta)   -4.59 / -5.48 eV
Kohn-Sham gap (alpha / beta)   6.90 / 7.71 eV
E   -258021.14358 eV
Relative energy (zero: lowest compared OMol25 entry of this formula, charge and spin)   5.8 kcal per mole

The geometry in ORCA input format:
```
! RIJCOSX wB97M-V def2-TZVPD def2/J DEFGRID3
* xyz -1 3
Pd 0.388 0.405 0.366
C 3.986 1.908 -0.780
As 2.932 0.447 -0.058
C 3.568 0.489 1.785
C 3.959 -1.016 -0.864
C 3.425 -2.444 -0.725
C 4.351 -3.365 -1.528
C 2.006 -2.575 -1.336
As 0.452 -2.013 -0.266
C -0.942 -2.436 -1.550
C 0.275 -3.552 0.910
C 3.420 -2.883 0.742
As 5.163 -2.919 1.675
C 4.377 -2.980 3.468
C 5.509 -4.846 1.522
H 5.018 1.779 -0.448
H 3.586 2.845 -0.399
H 3.943 1.910 -1.868
H 4.634 0.255 1.850
H 2.975 -0.184 2.401
H 3.380 1.504 2.136
H 4.976 -0.945 -0.464
H 4.015 -0.775 -1.932
H 4.291 -3.132 -2.593
H 4.072 -4.412 -1.392
H 5.394 -3.246 -1.222
H 1.820 -3.625 -1.588
H 1.958 -2.011 -2.272
H -0.855 -3.477 -1.870
H -0.865 -1.771 -2.408
H -1.900 -2.268 -1.064
H 0.739 -4.416 0.431
H -0.787 -3.721 1.067
H 0.736 -3.357 1.875
H 2.997 -3.887 0.833
H 2.788 -2.219 1.339
H 3.946 -2.009 3.706
H 5.153 -3.209 4.199
H 3.595 -3.739 3.520
H 5.832 -5.090 0.512
H 4.612 -5.417 1.763
H 6.305 -5.118 2.216
F -4.156 1.058 -1.500
C -3.107 0.592 -0.789
F -2.098 0.417 -1.652
F -3.457 -0.627 -0.346
C -2.688 1.524 0.386
O -1.520 1.201 0.919
C -3.780 1.414 1.510
F -5.054 1.431 1.043
F -3.645 0.296 2.213
F -3.667 2.445 2.367
C -2.710 3.005 -0.152
F -3.948 3.546 -0.198
F -2.214 3.086 -1.400
F -1.964 3.798 0.619
Cl 1.346 8.637 -2.378
C 1.205 6.987 -1.811
C 1.560 6.691 -0.507
C 1.447 5.381 -0.067
C 0.988 4.386 -0.919
C 0.627 4.711 -2.221
C 0.734 6.015 -2.678
C 0.881 2.964 -0.433
O 0.468 2.098 -1.253
O 1.236 2.709 0.745
H 1.912 7.476 0.147
H 1.704 5.108 0.947
H 0.251 3.925 -2.862
H 0.454 6.282 -3.687
O -1.274 -1.545 2.119
N -0.480 -1.075 2.911
O 0.445 -0.343 2.423
*
```

# 2
C22H31AsMgN3Se2Si2 | wB97M-V/def2-TZVPD

HOMO energy   -4.05 eV
Kohn-Sham gap   6.66 eV
E   -240525.56637 eV
Relative energy (zero: lowest compared OMol25 entry of this formula, charge and spin)   9.2 kcal per mole

The geometry in ORCA input format:
```
! RIJCOSX wB97M-V def2-TZVPD def2/J DEFGRID3
* xyz -1 1
Mg 0.634 -0.210 -0.821
Se -1.139 -0.702 -3.196
Se 2.699 -1.728 -2.782
C 2.414 0.099 -3.239
C 2.741 0.540 -4.522
C 2.499 1.855 -4.848
C 1.948 2.708 -3.894
C 1.641 2.184 -2.658
N 1.855 0.902 -2.337
C -1.588 -1.859 -1.785
C -2.590 -2.846 -1.859
C -2.846 -3.644 -0.773
C -2.109 -3.477 0.404
C -1.147 -2.495 0.411
N -0.897 -1.708 -0.642
H 3.172 -0.149 -5.237
H 2.740 2.222 -5.839
H 1.745 3.748 -4.109
H 1.188 2.785 -1.878
H -3.141 -2.954 -2.783
H -3.616 -4.405 -0.829
H -2.277 -4.089 1.278
H -0.536 -2.316 1.289
N 2.176 -1.581 -1.032
C 2.956 -2.185 -0.089
C 2.641 -1.925 1.264
C 3.331 -2.507 2.305
C 4.385 -3.388 2.060
C 4.714 -3.650 0.739
C 4.025 -3.072 -0.318
H 1.845 -1.221 1.481
H 3.047 -2.262 3.322
H 4.928 -3.847 2.875
H 5.529 -4.331 0.516
H 4.315 -3.315 -1.333
C 0.601 0.093 3.574
Si -0.720 1.157 2.760
C -0.904 2.681 3.846
C -2.338 0.214 2.913
As -0.032 1.818 0.643
Si -2.110 2.376 -0.257
C -1.815 3.194 -1.919
C -3.346 0.985 -0.525
C -2.945 3.661 0.845
H 0.432 0.047 4.654
H 1.600 0.500 3.401
H 0.590 -0.930 3.195
H -1.147 2.401 4.875
H -1.691 3.339 3.473
H 0.026 3.252 3.850
H -2.503 -0.019 3.970
H -2.328 -0.721 2.352
H -3.187 0.801 2.561
H -1.410 2.475 -2.633
H -1.119 4.032 -1.827
H -2.759 3.576 -2.318
H -3.220 0.571 -1.528
H -4.365 1.373 -0.426
H -3.220 0.169 0.182
H -2.245 4.445 1.139
H -3.347 3.212 1.756
H -3.778 4.122 0.305
*
```

# 3
C22H31BF4IrNPS3Sb | wB97M-V/def2-TZVPD

HOMO energy (alpha / beta)   -4.35 / -4.23 eV
Kohn-Sham gap (alpha / beta)   4.76 / 4.11 eV
E   -87535.24099 eV
Relative energy (zero: lowest compared OMol25 entry of this formula, charge and spin)   32.3 kcal per mole

The geometry in ORCA input format:
```
! RIJCOSX wB97M-V def2-TZVPD def2/J DEFGRID3
* xyz -1 2
Ir 0.723 -1.498 1.031
S -0.018 -4.818 4.624
Sb -0.788 -2.740 3.899
S 1.261 -1.570 3.405
S -1.101 -3.058 1.505
C 1.811 -1.805 -3.949
C 2.011 -1.465 -2.474
C 2.825 -0.179 -2.302
P 0.496 -1.368 -1.401
C -0.799 -2.377 -2.264
C -0.453 -3.863 -2.146
C -2.185 -2.099 -1.682
C -0.162 0.308 -1.571
C -0.396 0.933 -2.791
C -0.883 2.227 -2.872
C -1.088 2.926 -4.192
C -1.146 2.892 -1.672
C -0.945 2.294 -0.448
C -0.444 0.972 -0.359
N -0.235 0.364 0.837
C -0.646 0.959 2.046
C -1.972 0.808 2.477
C -2.946 0.047 1.626
C -2.353 1.366 3.690
C -1.451 2.072 4.478
C -1.883 2.643 5.803
C -0.149 2.226 4.023
C 0.272 1.688 2.815
C 1.669 1.899 2.306
H 2.799 -1.919 -4.399
H 1.294 -1.012 -4.491
H 1.267 -2.738 -4.099
H 2.596 -2.272 -2.019
H 2.353 0.658 -2.816
H 3.827 -0.330 -2.705
H 2.935 0.081 -1.250
H -0.789 -2.061 -3.312
H -0.534 -4.173 -1.102
H 0.562 -4.082 -2.484
H -1.149 -4.466 -2.733
H -2.232 -2.419 -0.642
H -2.937 -2.655 -2.249
H -2.433 -1.039 -1.730
H -0.203 0.399 -3.715
H -1.006 2.233 -5.030
H -0.340 3.711 -4.334
H -2.073 3.396 -4.230
H -1.514 3.912 -1.714
H -1.146 2.841 0.464
H -2.571 -0.960 1.429
H -3.073 0.538 0.657
H -3.919 -0.023 2.112
H -3.379 1.248 4.024
H -2.889 3.062 5.738
H -1.202 3.427 6.133
H -1.900 1.867 6.573
H 0.562 2.781 4.627
H 2.302 2.350 3.068
H 1.657 2.554 1.431
H 2.131 0.963 1.991
F 4.377 0.276 0.491
B 4.442 -1.123 0.478
F 4.878 -1.595 -0.764
F 5.212 -1.613 1.514
F 3.064 -1.608 0.648
*
```

# 4
C22H31CeClN2O3 | wB97M-V/def2-TZVPD

HOMO energy (alpha / beta)   0.15 / -0.98 eV
Kohn-Sham gap (alpha / beta)   2.50 / 3.61 eV
E   -57891.25941 eV

The geometry in ORCA input format:
```
! RIJCOSX wB97M-V def2-TZVPD def2/J DEFGRID3
* xyz -1 2
Ce 0.920 -0.158 0.144
Cl -0.567 1.918 -0.316
N -0.366 0.122 2.442
N 1.305 0.097 -2.394
C -0.877 -0.961 2.985
C 0.667 -0.773 -3.147
C -0.546 1.229 3.429
C -0.800 0.462 4.719
C -1.751 2.070 3.040
C 0.673 2.115 3.526
H -2.657 1.448 3.008
H -1.589 2.520 2.051
H -1.890 2.857 3.794
H 1.544 1.537 3.845
H 0.472 2.882 4.284
H 0.891 2.622 2.581
C 1.924 1.121 -3.295
C 1.603 0.584 -4.682
C 3.418 1.216 -3.025
C 1.296 2.493 -3.122
H 0.216 2.450 -3.325
H 1.764 3.179 -3.845
H 1.446 2.885 -2.109
H 3.913 0.261 -3.233
H 3.620 1.504 -1.984
H 3.847 1.978 -3.689
O 0.745 -0.567 -4.451
H 2.482 0.234 -5.234
H 1.026 1.275 -5.311
O -1.190 -0.876 4.269
H -1.627 0.836 5.329
H 0.102 0.356 5.332
C -1.149 -2.221 2.229
C -0.101 -1.964 -2.648
C -1.099 -1.655 -1.550
H 0.657 -2.674 -2.257
H -0.581 -2.437 -3.514
C -0.749 -1.684 -0.199
C -1.627 -1.839 0.857
H 3.628 0.707 0.279
C -2.976 -1.558 0.587
C -3.333 -1.262 -0.737
C -3.973 -1.467 1.698
C -2.447 -1.345 -1.810
H -4.374 -0.987 -0.936
C -2.902 -1.091 -3.216
H -3.937 -0.743 -3.229
H -2.839 -1.992 -3.844
H -2.299 -0.312 -3.698
H -3.921 -2.332 2.358
H -4.985 -1.404 1.292
H -3.819 -0.566 2.305
H -1.867 -2.828 2.791
H -0.204 -2.784 2.185
C 4.533 -0.980 1.537
C 3.487 0.027 1.145
O 2.455 0.212 1.845
H 4.153 -2.009 1.410
H 4.822 -0.867 2.590
H 5.435 -0.864 0.915
*
```

# 5
C22H31Cl45O3 | wB97M-V/def2-TZVPD

HOMO energy   -9.04 eV
Kohn-Sham gap   9.28 eV
E   -592964.29745 eV

The geometry in ORCA input format:
```
! RIJCOSX wB97M-V def2-TZVPD def2/J DEFGRID3
* xyz 0 1
C -1.803 0.364 0.562
C -1.030 0.344 1.971
O 0.329 0.725 1.707
C 1.290 -0.247 2.135
C 2.374 0.265 3.172
C 3.187 1.561 2.654
O 3.009 1.825 1.242
C 2.436 3.176 1.183
O 1.915 0.388 4.526
C 0.914 1.401 4.697
H -1.270 -0.298 -0.183
H -1.930 1.432 0.222
H -2.841 -0.050 0.797
H -1.171 -0.695 2.387
H -1.526 1.120 2.633
H 0.858 -1.203 2.550
H 1.881 -0.548 1.209
H 3.160 -0.567 3.198
H 2.963 2.479 3.286
H 4.299 1.350 2.808
H 1.465 3.125 1.776
H 2.243 3.445 0.102
H 3.145 3.937 1.651
H -0.102 0.875 4.690
H 0.969 1.949 5.684
H 0.865 2.180 3.881
C -2.257 3.977 -2.301
Cl -1.187 3.154 -1.160
Cl -3.877 3.271 -2.259
Cl -2.324 5.712 -1.958
H -1.854 3.842 -3.301
C 2.808 -3.277 -1.114
Cl 1.616 -3.466 -2.408
Cl 3.126 -1.565 -0.817
Cl 2.245 -4.062 0.368
H 3.733 -3.754 -1.428
C 4.250 1.742 -3.062
Cl 3.089 1.955 -4.382
Cl 5.514 2.978 -3.140
Cl 3.432 1.786 -1.495
H 4.718 0.767 -3.175
C 0.260 -5.428 3.707
Cl -1.282 -5.810 2.929
Cl 1.587 -6.334 2.966
Cl 0.573 -3.690 3.626
H 0.198 -5.714 4.755
C -2.928 -6.798 -0.797
Cl -4.122 -6.480 -2.063
Cl -1.595 -5.639 -0.893
Cl -3.688 -6.742 0.800
H -2.525 -7.796 -0.949
C 1.246 6.414 -2.959
Cl 1.707 6.926 -4.588
Cl 2.342 5.157 -2.368
Cl 1.225 7.793 -1.852
H 0.243 5.998 -3.004
C 6.619 -1.840 1.155
Cl 7.057 -0.668 -0.096
Cl 5.279 -1.231 2.135
Cl 6.204 -3.400 0.430
H 7.479 -1.984 1.804
C 0.188 1.240 8.888
Cl -0.978 1.467 7.579
Cl 1.454 2.474 8.815
Cl -0.621 1.271 10.460
H 0.655 0.266 8.764
C -3.005 1.821 -5.763
Cl -1.929 1.009 -4.616
Cl -4.626 1.113 -5.714
Cl -3.078 3.556 -5.430
H -2.604 1.685 -6.760
C -3.508 -8.356 4.601
Cl -3.942 -9.145 3.078
Cl -4.960 -7.921 5.513
Cl -2.455 -9.400 5.566
H -2.964 -7.444 4.369
C 0.882 -0.789 13.864
Cl 1.666 -0.009 12.483
Cl -0.864 -0.502 13.832
Cl 1.228 -2.523 13.880
H 1.283 -0.352 14.775
C 0.445 4.791 -7.863
Cl 1.525 3.972 -6.728
Cl -1.176 4.085 -7.798
Cl 0.381 6.527 -7.526
H 0.837 4.653 -8.868
C -0.019 0.807 -10.613
Cl -1.149 1.013 -11.958
Cl 1.224 2.066 -10.644
Cl -0.881 0.823 -9.070
H 0.470 -0.158 -10.722
C -4.795 2.988 -9.409
Cl -4.334 3.517 -11.032
Cl -3.705 1.713 -8.844
Cl -4.802 4.353 -8.282
H -5.802 2.582 -9.454
C -4.863 -3.564 -0.616
Cl -5.998 -3.373 -1.959
Cl -3.641 -2.286 -0.644
Cl -5.722 -3.571 0.931
H -4.359 -4.521 -0.730
*
```

# 6
C22H31ClCoN2O4 | wB97M-V/def2-TZVPD

HOMO energy (alpha / beta)   0.16 / -5.23 eV
Kohn-Sham gap (alpha / beta)   2.67 / 8.01 eV
E   -84639.04609 eV

The geometry in ORCA input format:
```
! RIJCOSX wB97M-V def2-TZVPD def2/J DEFGRID3
* xyz -1 5
Co 0.797 0.001 0.956
Cl 1.944 -0.049 -0.993
N 0.360 2.022 0.551
N 0.289 -2.045 0.565
C -0.191 2.696 -0.432
C -0.252 -2.722 -0.422
C 1.345 2.912 1.222
C 1.572 3.973 0.165
C 2.606 2.159 1.586
C 0.704 3.472 2.480
H 3.020 1.682 0.693
H 2.385 1.392 2.338
H 3.321 2.866 2.009
H -0.229 3.994 2.237
H 1.398 4.175 2.950
H 0.496 2.660 3.185
C 1.237 -2.950 1.273
C 1.458 -4.040 0.243
C 0.556 -3.466 2.531
C 2.514 -2.229 1.648
H 2.959 -1.782 0.755
H 3.199 -2.951 2.097
H 2.302 -1.444 2.385
H -0.390 -3.960 2.277
H 0.363 -2.632 3.215
H 1.217 -4.183 3.026
O 0.371 -3.864 -0.728
H 1.377 -5.055 0.648
H 2.400 -3.917 -0.300
O 0.452 3.816 -0.771
H 2.492 3.805 -0.404
H 1.540 4.997 0.548
C -1.488 2.441 -1.145
C -1.523 -2.446 -1.175
C -1.510 -1.208 -2.022
H -2.304 -2.333 -0.407
H -1.746 -3.336 -1.767
C -1.659 -0.002 -1.350
C -1.497 1.212 -2.008
H -1.884 -0.007 -0.286
C -1.484 1.228 -3.409
C -1.483 0.016 -4.096
C -1.523 2.534 -4.151
C -1.496 -1.208 -3.425
H -1.479 0.024 -5.188
C -1.547 -2.500 -4.184
H -1.560 -2.302 -5.257
H -2.447 -3.080 -3.947
H -0.683 -3.134 -3.965
H -2.422 3.116 -3.910
H -1.532 2.347 -5.226
H -0.656 3.159 -3.916
H -1.724 3.338 -1.723
H -2.246 2.320 -0.356
C -1.751 0.097 3.527
C -0.280 0.033 3.808
O 0.191 0.024 4.940
O 0.505 0.000 2.734
H -2.303 0.128 4.464
H -2.076 -0.786 2.961
H -2.004 0.992 2.942
*
```

# 7
C22H31ClMoN4STe | wB97M-V/def2-TZVPD

HOMO energy (alpha / beta)   -12.87 / -12.87 eV
Kohn-Sham gap (alpha / beta)   5.15 / 5.31 eV
E   -61768.77139 eV
Relative energy (zero: lowest compared OMol25 entry of this formula, charge and spin)   0.0 kcal per mole

The geometry in ORCA input format:
```
! RIJCOSX wB97M-V def2-TZVPD def2/J DEFGRID3
* xyz 2 1
Mo 2.350 -0.417 -0.078
N 4.535 -0.604 -0.712
C 5.384 -1.040 0.439
C 4.947 -0.283 1.672
N 3.481 -0.472 1.850
H 4.676 -1.244 -1.491
H 4.857 0.299 -1.055
H 6.441 -0.879 0.231
H 5.231 -2.112 0.574
H 5.133 0.785 1.551
H 5.497 -0.619 2.550
H 3.080 0.207 2.509
H 3.287 -1.364 2.310
C -1.551 -1.452 4.561
N -0.980 -0.297 5.233
C -1.362 0.192 6.473
C -0.596 1.267 6.733
N 0.245 1.418 5.646
C 0.010 0.461 4.728
S 0.780 0.263 3.225
H -2.359 -1.841 5.174
H -0.791 -2.219 4.427
H -1.937 -1.158 3.587
H -2.140 -0.272 7.051
H -0.573 1.928 7.580
H 0.936 2.137 5.520
C -4.156 -0.098 -4.347
C -2.748 -0.364 -3.897
C -2.381 -1.602 -3.380
C -1.083 -1.869 -2.965
C -0.719 -3.234 -2.449
C -0.153 -0.830 -3.059
Te 1.810 -1.252 -2.423
C -0.464 0.418 -3.603
C 0.540 1.517 -3.827
C -1.777 0.623 -4.009
H -4.802 -0.956 -4.171
H -4.182 0.132 -5.413
H -4.576 0.762 -3.822
H -3.123 -2.389 -3.308
H -1.581 -3.898 -2.473
H -0.363 -3.195 -1.416
H 0.061 -3.693 -3.062
H 1.468 1.372 -3.273
H 0.126 2.482 -3.534
H 0.798 1.582 -4.885
H -2.042 1.584 -4.438
Cl -1.796 -1.265 0.370
C -1.796 0.365 -0.205
C -2.999 0.968 -0.516
C -3.011 2.287 -0.947
C -1.829 3.010 -1.065
C -0.628 2.403 -0.763
C -0.592 1.070 -0.339
C 0.673 0.444 -0.065
H -3.918 0.408 -0.413
H -3.957 2.757 -1.181
H -1.852 4.042 -1.385
H 0.300 2.957 -0.850
H 0.625 -0.467 0.684
H 1.543 1.245 0.140
*
```

Which formula does entry 1 have? C22H31As3ClF9NO5Pd

Number 7 is which compound? C22H31ClMoN4STe

The highest E belongs to which entry? C22H31CeClN2O3

Which of these has the highest E? C22H31CeClN2O3